Below is 5 unconnected molecules or ions with the total composition C46H98Br2N2O6PS3 at a distorted geometry, with properties calculated with wB97M-V/def2-TZVPD.

Structure (XYZ):
```
158
C46H98Br2N2O6PS3, DFT wB97M-V/def2-TZVPD
Br -1.491 -3.521 -4.580
Br -1.264 -5.834 -1.933
S 2.062 1.417 -0.772
S -0.715 2.530 -0.791
S -4.152 -3.067 1.785
P -0.539 -4.262 1.127
O 0.737 -4.979 1.741
O 3.681 -3.016 -5.386
O -1.661 -5.189 1.085
O 0.586 -4.051 -2.845
O 2.791 3.781 2.932
O -0.694 -3.012 2.091
N 1.188 3.597 0.571
N -1.064 -2.504 -1.033
C 1.062 5.639 5.792
C -2.804 -7.364 -5.094
C -2.494 -2.988 -1.118
C 3.315 0.049 4.984
C -1.157 0.765 -0.889
C 1.042 -2.194 -4.203
C 0.659 3.459 1.944
C 4.917 2.844 6.868
C 4.820 0.258 5.120
C -2.374 -9.794 -5.837
C -1.564 -0.921 -2.938
C -3.509 -1.934 -0.651
C -4.466 6.080 -2.544
C 0.966 2.519 -0.252
C -3.095 -6.830 -6.496
C 3.704 -2.257 -0.195
C 1.686 2.886 2.888
C 0.276 -4.575 -1.598
C -0.030 -3.518 -0.521
C -0.450 5.484 5.641
C 4.673 1.436 7.403
C 1.402 -5.525 -1.187
C -1.661 0.498 -2.320
C -4.596 6.696 -3.938
C 1.273 8.166 7.623
C -3.041 4.076 -3.232
C 5.325 0.340 6.561
C 2.557 4.154 0.560
C -3.586 -1.633 0.840
C 1.240 -2.669 -0.106
C -3.458 7.634 -4.335
C -1.885 -8.584 -5.043
C -1.847 -6.349 -7.232
C 2.820 -1.261 5.585
C -0.567 -1.887 -2.319
C -3.705 -10.350 -5.338
C 1.293 -2.720 -5.605
C -3.183 5.284 -2.310
C 1.572 5.661 7.233
C 2.684 -2.259 -6.055
C 3.464 3.700 1.693
C 2.435 -2.483 -1.049
C -3.336 8.858 -3.432
C -0.045 -2.912 -3.348
C -0.985 4.170 6.205
C 0.969 6.754 8.114
H 6.407 0.503 6.539
H 0.599 -2.313 -6.335
H -2.349 -6.564 -4.501
H -5.542 7.244 -3.986
H 2.739 -2.360 -7.140
H -1.098 -1.773 -0.321
H 1.649 -3.063 0.822
H -2.538 9.515 -3.780
H 0.289 -1.251 -2.093
H 5.987 3.057 6.807
H -1.137 -7.159 -7.400
H 5.070 1.370 8.418
H 1.257 2.753 3.879
H -0.888 -8.306 -5.399
H 0.654 -5.923 1.537
H -2.111 -5.936 -8.206
H -3.796 -5.995 -6.406
H 1.746 -1.378 5.430
H -0.504 3.314 5.723
H -3.177 4.938 -1.272
H 4.487 2.983 5.874
H 1.308 -3.807 -5.634
H 0.846 8.353 6.636
H -3.406 -1.009 -1.216
H 5.179 -0.624 7.057
H 4.515 -1.864 -0.798
H -2.651 -1.196 1.212
H 3.000 -1.305 6.659
H 1.557 4.817 5.264
H -2.706 0.796 -2.384
H 2.439 5.233 0.692
H -0.256 0.222 -0.602
H 3.319 -2.115 5.122
H 1.965 -2.359 -3.653
H -4.590 -2.402 2.859
H 0.275 4.411 2.307
H 4.296 4.401 1.742
H 3.596 1.259 7.486
H 1.875 -5.900 -2.089
H -3.604 -7.589 -7.095
H -0.968 6.322 6.113
H -4.336 -0.855 0.963
H 2.660 5.782 7.211
H -2.752 -3.215 -2.146
H -0.113 6.619 8.197
H -0.435 -2.171 1.693
H -3.637 -10.640 -4.288
H -1.756 -8.877 -3.995
H -4.676 5.900 -4.684
H 0.921 -1.654 0.162
H 4.466 3.589 7.524
H -1.342 -5.567 -6.659
H -2.984 4.371 -4.280
H -2.060 4.086 6.040
H -0.698 5.535 4.576
H 0.982 -6.335 -0.606
H -1.953 0.593 -0.166
H -3.632 7.970 -5.361
H -0.198 2.784 1.907
H -3.753 -7.600 -4.603
H -2.128 3.525 -2.996
H -1.131 1.182 -2.977
H -3.106 8.580 -2.402
H 3.881 2.702 1.535
H 2.779 0.888 5.439
H -2.665 -3.912 -0.572
H 0.856 8.908 8.305
H -2.559 -1.334 -3.055
H 3.466 -1.543 0.593
H 0.867 -1.119 -4.214
H 2.791 -1.194 -5.821
H -3.992 -11.232 -5.911
H -4.535 6.867 -1.789
H 2.343 -1.590 -1.665
H -5.326 5.425 -2.373
H -3.889 3.396 -3.114
H 5.100 1.170 4.584
H 3.064 0.068 3.918
H -0.812 4.092 7.279
H 5.342 -0.559 4.612
H 1.390 4.688 7.701
H -4.472 -2.361 -0.933
H 2.072 1.915 2.559
H -2.508 7.093 -4.349
H 2.350 8.334 7.565
H 4.419 -2.427 -5.197
H -4.263 9.433 -3.429
H -1.618 -10.579 -5.769
H 1.375 6.553 5.281
H -2.457 -9.542 -6.897
H -2.310 5.932 -2.420
H 2.157 -5.035 -0.578
H 3.028 4.025 -0.409
H 1.367 6.639 9.125
H -1.215 -0.769 -3.954
H -4.511 -9.621 -5.437
H 3.988 -3.198 0.274
H 2.646 -3.307 -1.718
```

Properties
Total charge ... +1
Max |F| ... 1.42 eV/Å
Electronic energy ... -9056.22098 Ha